DFT (the ωB97M-V functional and the def2-TZVPD basis) results for a structure of composition C31H43N7O2V in a non-equilibrium geometry.

Element x y z (Å)
V -1.0327 -0.4116 0.4072
O 0.5096 -0.8875 0.3174
O -1.9887 -1.6602 0.2507
N 2.3348 -2.2948 -3.2603
N -3.0558 1.0495 0.7996
N 5.1190 -0.2861 1.8019
N -0.2767 1.8365 0.8591
N -0.9018 -0.5804 2.6118
N -1.3507 -6.7993 -2.7460
N -1.1243 0.2301 -1.8710
C 4.0904 -0.2392 2.3118
C -0.4967 -1.7395 3.1486
C 0.0232 0.2536 -2.5493
C -5.2657 2.6383 1.3758
C -0.0561 2.9597 0.8635
C -2.7848 -3.5151 -2.8433
C 5.5595 -3.5542 -1.6450
C -5.1067 1.4058 2.0043
C 2.4481 1.2150 3.6224
C 0.1210 0.6368 -3.8772
C -3.2504 2.2482 0.2253
C 3.4342 -2.3812 -0.8979
C 2.7745 -0.1214 2.9536
C -0.4151 -4.4152 -3.3179
C -0.8078 -0.9405 5.3857
C -2.2236 1.0032 -3.8560
C -1.5339 -3.4384 -3.7255
C 2.9327 2.4211 2.8193
C -1.3511 0.3493 3.4793
C -4.2841 3.1216 0.5390
C -0.2851 4.5633 -1.6259
C -0.9404 -5.7669 -3.0244
C -0.4313 -1.9355 4.5105
C -3.9788 0.6663 1.7030
C 0.6665 4.9322 -0.4944
C -1.3070 0.2480 4.8599
C -1.0065 1.1172 -4.5218
C 0.2472 4.3740 0.8784
C 2.8528 -2.3269 -2.2363
C 4.9692 -2.3750 -0.8719
C -2.2215 0.6370 -2.5194
H -0.5479 4.9615 1.3349
H -0.0135 -2.8511 4.9082
H -2.4389 2.4973 -0.4469
H 1.7119 4.7215 -0.7130
H -0.0982 -2.4774 2.4635
H 1.9919 -0.4241 2.2550
H -1.3057 4.3647 -1.2867
H 5.4281 -1.4795 -1.2895
H 6.6428 -3.5664 -1.5072
H -3.5915 -3.0131 -3.3825
H 0.6792 6.0188 -0.3730
H 5.2245 -3.5499 -2.6797
H -4.3416 4.0472 -0.0148
H 0.3871 -4.4963 -4.0457
H -3.0693 -4.5520 -2.6811
H -1.1046 -2.4322 -3.6776
H 1.0980 4.4383 1.5674
H -3.1963 0.5875 -2.0479
H 3.1065 -3.2519 -0.3301
H -0.4293 5.3041 -2.4136
H -3.8132 -0.2683 2.2232
H 0.0030 -4.1552 -2.3394
H -5.8530 1.0786 2.7117
H -1.7112 -3.5712 -4.7939
H 0.9448 -0.0430 -2.0642
H -2.6579 -2.9724 -1.9093
H -1.6543 1.2868 3.0307
H -6.1638 3.2178 1.5524
H 2.5442 3.3632 3.2142
H -1.6961 1.0530 5.4639
H 0.0757 3.6762 -2.1536
H 1.3643 1.2651 3.7383
H 4.0169 2.5159 2.8675
H 1.0820 0.6811 -4.3699
H 5.2529 -2.4674 0.1757
H 2.6022 2.3363 1.7823
H 2.8570 1.2513 4.6326
H -1.0201 1.4746 -5.5433
H -3.1643 1.3083 -4.2920
H 3.0306 -1.5122 -0.3699
H 5.3115 -4.5194 -1.1860
H -0.8167 -1.1612 6.4455
H 2.7267 -0.9229 3.6988

Results
- HOMO-LUMO gap: 0.3420 hartree
- HOMO: -12.6 eV
- Charge: +1

Atomic partial charges in e from the Löwdin method, atoms 1 to 4: 0.7809 -0.3666 -0.3155 0.1655

DFT (the ωB97M-V functional and the def2-TZVPD basis) results for a structure of composition C50H72BCrN7O8P2S in a non-equilibrium geometry.

Element x y z (Å)
Cr -0.5140 -0.2836 -0.9525
S 0.3170 -2.2419 -3.1448
P 0.4730 2.3085 -2.7566
P -2.0239 -0.4309 2.7668
O -0.8731 -1.6638 -3.7295
O 2.2548 -0.5976 -0.4840
O -1.7445 -3.5996 1.9962
O -3.0228 0.8560 3.0623
O -2.0637 -1.0421 4.4089
O 1.6315 -2.0123 -4.2959
O 0.4466 -2.9973 2.2295
O -3.1516 -1.4200 2.2090
N 1.0891 1.7367 -4.2430
N -0.2633 1.3679 -1.7902
N 0.7959 -1.1510 -2.0543
N 1.8346 3.1847 -2.1925
N -0.7533 -2.2479 0.1293
N -1.9298 0.2960 0.4311
N -0.6043 3.5460 -3.2541
C -1.2575 -0.7438 6.6451
C 0.9823 -4.6443 4.0029
C -1.5249 2.6700 0.8720
C 0.0060 1.5122 -6.4016
C -0.8980 -0.9468 5.1776
C 2.8421 -2.1963 -3.7099
C 0.4446 -5.6818 4.7743
C -4.5555 -1.2748 2.2267
C -0.9055 -5.9885 4.6545
C 3.8807 -2.7380 -4.4536
C -1.8539 4.0133 0.7263
C -1.9580 3.0723 -3.4498
C -2.5213 5.4932 -3.8345
C 2.8492 2.3163 -1.6055
C -2.4720 -0.5934 -0.4431
C -0.3597 2.3367 1.5490
C -3.5759 3.0943 3.6798
C 1.5584 4.2719 -1.2721
C 1.3862 -6.4645 5.6845
C -1.2700 -3.8552 -1.4287
C 2.4053 2.2006 -6.2380
C -2.3346 -2.9493 -1.3993
C 2.8068 5.1479 -1.1441
C 4.1622 3.0908 -1.4820
C 0.1587 0.9266 -4.9969
C -0.3139 -3.4372 -0.5388
C -1.7456 -5.3200 3.7702
C -2.6798 1.8916 3.9482
C 0.0551 4.6636 2.0120
C -1.4173 5.2273 -4.8564
C 0.1531 -3.9721 3.1323
C 3.0777 -1.8306 -2.3657
C -5.1844 -2.5922 2.6537
C 4.3535 -2.0226 -1.8251
C 1.3673 1.4740 -7.0897
C -0.2010 4.5949 -4.1758
C 5.1322 -2.9417 -3.8853
C 3.9593 4.3140 -0.5932
C 2.4509 -7.1416 4.8085
C -2.9697 4.1819 -3.1682
C -1.0712 5.0064 1.2837
C -1.9976 -1.9319 -0.5004
C -2.4637 1.6314 0.3300
C 0.4158 3.3307 2.1229
C 2.0453 -5.4967 6.6778
C 0.6850 -7.5585 6.4977
C 2.4146 1.6714 -4.7972
C 5.3708 -2.5784 -2.5671
C 2.0407 -1.1796 -1.5673
C -1.1977 -4.3191 2.9987
B -0.7191 -2.8004 1.4930
H 2.5357 1.9547 -0.6158
H 0.7163 4.8511 -1.6482
H 0.5195 -0.1045 -5.0825
H -1.7961 4.5693 -5.6405
H 3.6993 -3.0126 -5.4814
H 0.4995 4.2134 -4.9310
H -1.8634 0.1497 6.7663
H 3.1422 -7.7179 5.4212
H 2.6640 -6.0399 7.3914
H 2.6706 -4.7718 6.1659
H -6.2669 -2.5375 2.5628
H -3.0568 4.3265 -2.0924
H 4.4897 3.4159 -2.4735
H 2.9775 1.4324 -2.2321
H -3.9468 3.8694 -3.5448
H -0.3568 -0.6378 7.2423
H -4.8078 -3.3874 2.0176
H 1.2760 -4.9574 7.2267
H -0.0811 -7.1376 7.1443
H -1.3469 6.0447 1.1576
H 2.5981 5.9921 -0.4829
H -0.7272 0.9375 -6.9711
H 4.8757 4.9089 -0.5439
H -2.8242 1.5443 4.9801
H -1.1938 -4.7166 -2.0685
H -0.7891 0.8928 -4.4560
H 3.0196 -6.4098 4.2427
H -4.8665 -1.0191 1.2059
H 2.0287 -4.3902 4.0514
H 1.6673 0.4314 -7.2147
H 3.0796 5.5413 -2.1268
H -2.6831 1.8983 -0.7181
H -0.2779 -0.1122 4.8233
H 1.3123 1.9325 -8.0821
H -1.1181 6.1652 -5.3305
H -2.7814 -5.5956 3.6645
H -2.7469 4.2786 0.1766
H 1.4177 -8.0621 7.1279
H -3.4141 -0.3710 -0.9605
H 0.3275 5.3760 -3.6157
H 4.5060 -1.7106 -0.8038
H -3.4084 1.6928 0.8978
H 0.2334 -8.3061 5.8498
H 6.3509 -2.7203 -2.1324
H 1.9708 -7.8150 4.1008
H 3.0940 2.2780 -4.2015
H -0.3084 -1.8681 5.0693
H 3.7139 3.9873 0.4195
H -4.9142 -2.8132 3.6823
H -3.3513 3.5118 2.7029
H -1.3294 -6.7861 5.2446
H -0.0736 1.2986 1.6192
H -4.8564 -0.4700 2.8995
H -3.2073 -2.9694 -2.0248
H -1.6319 2.1817 3.8228
H -2.0834 2.2356 -2.7580
H -3.3685 5.9856 -4.3203
H -4.6213 2.7963 3.6999
H -0.3400 2.5469 -6.3348
H 1.3093 3.0623 2.6692
H -1.8278 -1.5945 7.0062
H 4.9334 2.4407 -1.0658
H 0.6305 -3.8807 -0.2866
H 2.1776 3.2695 -6.2196
H 1.2862 3.8910 -0.2786
H 2.7738 0.6297 -4.8021
H 3.3989 2.0723 -6.6735
H -2.1342 6.1747 -3.0745
H 5.9187 -3.3907 -4.4720
H -3.4054 3.8554 4.4372
H -2.1222 2.6970 -4.4702
H 0.6604 5.4309 2.4740

Results
- 2S+1: 2
- HOMO-LUMO gap (spin up / spin down): 0.2164 / 0.1952 hartree
- HOMO (spin up / spin down): -3.6 / -3.0 eV
- Charge: -1

Atomic partial charges in e from the Löwdin method, atoms 1 to 4: 0.6790 0.9754 0.6594 0.9797

DFT (the ωB97M-V functional and the def2-TZVPD basis) results for a structure of composition C29H46FeN4O2PSSi2 in a non-equilibrium geometry.

Element x y z (Å)
Fe 0.0849 0.0864 0.0862
S -2.3698 -0.3794 2.7669
P 1.1672 1.3468 -2.3574
Si 1.4665 -1.8002 -0.6118
Si -0.3403 -1.7983 1.4719
O -3.7413 -0.6250 2.4308
O -1.5378 -1.6620 2.8597
N -2.2626 1.8693 8.2540
N -1.4621 0.4596 1.8213
N -2.6598 2.3993 2.3123
N -0.7218 2.3633 0.8606
C -1.6612 1.8446 1.6715
C 0.8721 -5.8539 1.7356
C 1.3068 -2.2877 -2.4447
C -1.1099 0.8587 6.3752
C 3.8177 0.9817 -3.2385
C -0.6847 0.5834 -4.3383
C 1.4988 2.9902 -1.6082
C 1.7664 -5.8530 0.6729
C -0.4325 1.6344 -3.2567
C 0.1878 -4.6913 2.0699
C -1.7570 -2.0794 0.1642
C 1.3032 -3.5111 0.2634
C -3.5067 0.7329 4.9713
C 1.0896 -0.9992 2.5192
C 1.8492 4.1790 -2.4979
C -0.8291 3.7648 0.7452
C -2.3353 0.2478 4.4125
C -1.8313 4.4593 1.3997
C 2.3879 1.1358 -3.7508
C -1.1370 0.3145 5.1031
C 2.3506 2.1571 -4.8946
C -2.7471 3.7824 2.1710
C 0.3974 -3.5229 1.3438
C 2.5058 2.8705 -0.4637
C 1.9767 -4.6891 -0.0568
C -3.4796 1.2693 6.2456
C -1.5745 1.5926 -2.2391
C -2.2810 1.3454 6.9548
C 3.3214 -1.3842 -0.3808
H 1.9876 -3.1169 -2.6622
H -0.5120 -4.7031 2.8993
H -2.9898 2.5430 8.4360
H 4.4912 0.7707 -4.0735
H 3.9252 -1.8045 -1.1917
H 4.1659 1.9023 -2.7640
H 1.7855 5.0979 -1.9077
H -1.4457 2.3037 -1.4214
H 1.1034 0.0956 2.5437
H 2.8700 4.1097 -2.8785
H 3.5131 2.6627 -0.8351
H 0.2945 -2.6147 -2.6942
H -1.8856 5.5385 1.3070
H -1.6872 0.7192 -4.7519
H -4.3905 1.6522 6.6912
H 2.7995 1.7140 -5.7886
H -0.1746 0.9164 6.9195
H -0.0775 4.2886 0.1797
H -2.3239 -1.1994 -0.1526
H -0.2252 -0.0398 4.6434
H 2.5401 3.8026 0.1048
H 2.6795 -4.7074 -0.8856
H 2.0915 0.1700 -4.1717
H -0.4073 2.6322 -3.7102
H 1.3432 2.4790 -5.1573
H 1.0008 -1.3567 3.5521
H 1.5680 -1.4648 -3.1089
H 0.0248 0.6294 -5.1638
H 1.1740 4.2879 -3.3483
H -2.4815 -2.7692 0.6107
H -3.5516 4.2795 2.6964
H 2.2408 2.0813 0.2409
H -0.6421 -0.4209 -3.9129
H 3.9097 0.1736 -2.5143
H 2.0498 -1.3500 2.1397
H 0.5202 3.1828 -1.1640
H 3.6886 -1.8120 0.5543
H 2.9279 3.0483 -4.6514
H -2.5288 1.8121 -2.7253
H -1.6608 0.5865 -1.8111
H -4.4177 0.7055 4.3925
H 2.2976 -6.7624 0.4142
H 3.5049 -0.3081 -0.3403
H 0.7077 -6.7641 2.3016
H -1.3293 -2.5631 -0.7164
H -1.3634 2.2201 8.5438

Results
- 2S+1: 5
- HOMO-LUMO gap (spin up / spin down): 0.1578 / 0.2478 hartree
- HOMO (spin up / spin down): -1.7 / -4.1 eV
- Charge: -1

Atomic partial charges in e from the Löwdin method, atoms 1 to 4: 0.3036 0.6908 1.0723 0.5220

DFT (the ωB97M-V functional and the def2-TZVPD basis) results for an isolated molecule of C5H8N2 in a non-equilibrium geometry.

Element x y z (Å)
N -0.5472 -0.2701 0.3533
N -2.3723 1.5003 2.6464
C 1.1066 0.3083 -0.8878
C 2.2755 -0.3613 -0.2472
C -0.0112 -0.6706 -0.9683
C -1.7165 0.5953 0.2707
C -2.0818 1.0957 1.6040
H 2.8836 -0.5795 -1.1451
H -2.5587 -0.0002 -0.0973
H 2.0950 -1.3242 0.2619
H 0.2206 -1.7465 -0.9804
H 2.8878 0.2962 0.3769
H -1.5807 1.4517 -0.4049
H 0.1569 0.1528 0.9544
H -0.7575 -0.4480 -1.7366

Results
- HOMO-LUMO gap: 0.3298 hartree
- HOMO: -8.8 eV

Atomic partial charges in e from the Löwdin method, atoms 1 to 4: -0.0555 0.1461 -0.0215 -0.1718

Calculated energy above the lowest of the compared OMol25 structures with the same formula, charge and spin in order - 95.6; 282.7; 28.3; 434.7 kJ/mol